{"formula": "C39H76F3MgO31", "method": "ωB97M-V/def2-TZVPD", "e_homo_ha": -0.3852, "lumo_energy_ev": -8.339, "total_charge": 1, "energy_ev": -118724.637, "homo_lumo_gap_ev": 2.14, "species": ["C", "H", "H", "H", "H", "O", "H", "H", "H", "C", "H", "H", "H", "O", "O", "C", "H", "H", "C", "H", "O", "H", "H", "H", "H", "H", "C", "O", "H", "C", "H", "H", "H", "C", "H", "C", "H", "H", "C", "O", "O", "H", "H", "H", "C", "H", "H", "H", "C", "H", "C", "H", "C", "H", "H", "C", "C", "C", "O", "H", "C", "O", "H", "O", "O", "C", "H", "O", "O", "Mg", "O", "C", "C", "O", "H", "C", "C", "H", "H", "O", "H", "O", "H", "C", "H", "H", "H", "H", "C", "C", "O", "O", "C", "H", "H", "H", "H", "H", "H", "H", "C", "H", "H", "H", "C", "H", "O", "H", "C", "H", "C", "O", "H", "H", "H", "C", "H", "H", "H", "H", "H", "C", "F", "F", "F", "O", "O", "O", "H", "H", "C", "C", "O", "H", "H", "C", "C", "O", "H", "H", "O", "H", "O", "O", "H", "C", "C", "O", "C", "O"], "positions_angstrom": [[-3.22091, -2.42730, 4.63409], [-0.19812, -0.39389, -1.80242], [4.00209, 6.13540, -7.24381], [11.61593, -3.77166, -0.98506], [-5.02738, -6.47026, 1.75131], [-6.39000, -3.75068, -4.48598], [-6.34592, 5.20951, -4.46497], [-2.37920, 6.51189, 10.56277], [2.40745, 7.05501, 6.42608], [-9.73296, -2.56219, -3.70887], [-0.51901, -12.50251, 0.48119], [4.34006, -0.58956, 4.37302], [3.75948, -5.02060, -9.62829], [-0.01625, -1.34667, -0.07687], [4.60181, 7.81370, -6.34271], [-7.79142, 2.89116, 6.23219], [8.44268, -1.66821, 0.33531], [-3.56835, 5.79580, 4.19304], [0.24010, 5.90492, 8.62275], [1.16159, -11.89624, 0.17611], [4.98003, 9.79218, -5.63696], [-10.10911, 5.31343, -0.66038], [-4.80757, -3.22173, -3.19773], [4.96695, 11.62797, -4.74936], [-4.12116, -2.23159, 5.21663], [10.34872, -4.78306, -0.32548], [-6.32711, 4.02114, 4.67143], [-3.60229, -3.70149, 4.13844], [3.55590, -6.67708, 4.95325], [1.32430, -14.17910, -1.59471], [-0.75840, 10.26034, -0.29879], [-5.26992, 5.29910, -3.01040], [-2.91550, -1.80048, 3.79627], [3.84925, -3.50969, 5.91495], [5.40150, -6.92380, -5.43532], [-0.21497, -0.08259, -0.75796], [0.14489, 10.49562, -1.68857], [2.71492, -5.83172, 6.21025], [10.54646, -3.81149, -0.77830], [3.54025, -6.49599, -6.09413], [-8.56439, -3.12365, -4.37622], [4.46191, 5.86291, -5.52808], [9.42574, -4.64215, -2.50874], [-2.21546, 5.49398, 9.03204], [0.83273, -3.62501, 0.21361], [1.50498, 5.70273, 6.38278], [3.13713, -16.38750, -2.33069], [9.86038, -2.97509, -2.68629], [-5.97019, 5.83245, -3.65326], [1.70928, 9.01642, -1.01173], [-5.63535, -5.61879, 2.05703], [1.07763, 11.31279, 2.10989], [0.26043, 10.49804, -0.60471], [-7.07689, 2.11214, 6.49807], [2.32478, 12.22754, 1.29249], [-10.12633, 5.68938, -1.68335], [0.31379, -12.45489, -0.22043], [2.03143, 6.30568, 7.12265], [-7.19050, 4.08399, 5.73834], [8.18876, -3.42333, 0.78149], [5.68474, 10.81795, -4.87872], [4.14744, -2.47065, 5.03817], [1.99107, -15.92738, -3.61246], [-6.12471, 3.06387, 3.95962], [-4.80941, -5.09809, 3.10394], [3.69768, -5.95155, 5.75426], [4.44284, -6.45473, 6.37040], [3.14731, -5.13540, -7.73253], [1.18711, 6.80207, 8.17048], [-6.14809, 0.59991, 0.24494], [-6.93595, -1.93148, -3.24278], [3.72579, -4.35359, -8.76686], [0.64255, 11.85602, -0.04362], [-4.90824, -2.84396, 2.47953], [-4.44965, -2.91979, -4.89338], [-4.48143, 5.47248, 3.69319], [1.54173, 11.48504, 1.13879], [4.75676, -4.00895, -8.68662], [4.36608, -8.34693, -5.92658], [-1.48633, 0.36616, -0.46170], [1.62741, -4.23493, -0.21602], [4.05429, -4.66010, 5.21140], [-0.00145, -11.97349, -1.14617], [8.63490, -2.71189, 0.08656], [-0.18788, 12.49725, 0.25185], [-10.55113, -2.84226, -4.37239], [4.80130, -0.86466, 6.13182], [-5.70649, -5.04688, 1.13184], [8.17370, -3.23411, -1.24839], [0.95515, 0.92622, -0.76582], [2.18555, 10.30933, 0.66411], [-0.57424, 6.60131, 9.52047], [3.70669, -6.23209, -7.42295], [-4.66107, 6.16545, 2.87123], [-8.56043, 2.40850, 5.62906], [6.53809, 11.26747, -5.38650], [-8.28457, 2.99490, 7.19869], [3.05468, -3.55368, -9.07968], [0.00253, -4.24670, -0.12160], [-6.60464, -5.96108, 2.41952], [4.68905, 6.40973, -6.44323], [1.95095, -1.75982, -0.18945], [-5.31959, 6.59996, -4.07249], [-1.55858, 4.92907, 10.48061], [-7.92900, 5.71411, -2.32380], [5.70500, 6.14193, -6.73342], [6.47921, 8.13794, -5.02647], [1.26230, 12.30242, -0.82127], [5.48010, 8.53697, -5.63822], [1.17641, -2.42713, -1.48909], [-4.49815, -3.79118, 3.18218], [-5.65510, 5.24927, 4.52356], [-9.80676, -3.00863, -2.71724], [7.65609, -4.18366, -1.11225], [7.48715, -2.59338, -1.80176], [4.41819, -7.39291, -5.40194], [-9.78768, -1.49674, -3.48543], [0.74588, -3.72168, 1.29584], [4.07243, -7.61603, -4.39260], [-4.67175, -4.62434, -4.22185], [-10.41383, 4.83345, -2.29395], [9.49942, -3.70327, -1.95995], [2.00362, 0.39035, -1.35634], [0.65075, 2.02473, -1.49620], [1.44081, 1.37238, 0.45151], [-9.05574, 6.38431, -2.07895], [1.33010, -15.50413, -1.58547], [-7.66405, 4.66107, -1.74838], [3.11272, -0.90813, 5.57371], [-2.53138, -2.49020, 5.47592], [2.08454, -16.24031, -2.57253], [0.99902, -2.23249, -0.43138], [0.61165, -13.77266, -0.49992], [6.07638, 10.36203, -3.96941], [2.92003, 5.78295, 7.47656], [1.30059, 9.52627, -0.13931], [-4.98519, -3.58043, -4.21158], [1.71916, -13.45774, -2.46936], [-4.17997, 4.52174, 3.25352], [-11.01060, 6.30051, -1.86414], [-7.09710, 6.49617, -3.04280], [0.85251, 8.72161, 0.44368], [0.15137, 4.69550, 8.30217], [4.41458, -6.89472, -8.19049], [1.67922, -17.25199, -2.59034], [-1.75603, 5.86052, 9.95002], [-7.25831, -2.90584, -3.92304], [10.10934, -2.81241, 0.09786], [4.14538, -1.12633, 5.30151], [3.38607, -3.45307, 7.07401]]}